This record from the Open Molecules 2025 dataset describes a 10-piece molecular cluster, C30H53N10O11 overall. The level of theory is ωB97M-V/def2-TZVPD.

Structure (ORCA input):
```
! RIJCOSX wB97M-V def2-TZVPD def2/J DEFGRID3
* xyz 1 1
C 2.2618 -1.1218 1.1955
C 1.6028 -0.3028 0.0405
C 2.2228 1.1052 -0.0505
C 1.9558 1.7542 -1.3175
C 2.4738 0.8832 -2.3875
C 1.8548 -0.4598 -2.6015
N 1.7108 -1.0738 -1.2435
O 1.4868 -2.3238 -1.1835
C 2.8138 -1.3948 -3.2755
C 0.5028 -0.3968 -3.2925
C 0.0758 -0.1028 0.5285
H 1.8498 -2.1718 1.2065
H 2.3598 -0.7058 2.2035
H 3.3128 -1.2668 0.8365
H 3.4028 0.8222 -0.0005
H 2.1198 1.5972 0.8745
H 2.2838 2.9312 -1.3785
H 0.8778 1.8372 -1.5365
H 3.6518 0.7112 -2.3305
H 2.5528 1.7242 -3.2325
H 2.4208 -2.3858 -3.3765
H 3.8758 -1.5588 -2.7685
H 3.0528 -1.0048 -4.0655
H 0.4128 0.1522 -4.1575
H -0.3262 0.1232 -2.8135
H -0.0852 -1.2208 -3.3115
H 0.0338 0.2502 1.5955
H -0.3902 -1.0078 0.6015
H -0.6712 0.5252 -0.0415
N 2.3098 3.7022 -4.7395
C 1.4138 4.1922 -3.7315
C 0.0998 3.9012 -4.3435
C 0.3338 3.1302 -5.6645
C 1.8358 3.0302 -5.8295
H 3.2208 3.6112 -4.6575
H 1.8008 4.6672 -2.9185
H -0.5952 4.3092 -3.8695
H -0.4132 2.8282 -6.3625
H 2.5208 2.6702 -6.5955
N -1.2812 -3.0538 5.2295
C -0.6952 -2.8348 3.9075
C -0.2212 -4.1598 3.4785
C -0.5272 -5.1788 4.5265
C -1.3362 -4.4148 5.6035
H -1.7222 -2.2958 5.6095
H -0.6072 -1.7808 3.5165
H 0.3508 -4.4528 2.6505
H -0.5192 -6.3238 4.6445
H -2.0232 -4.6388 6.4645
N -5.0402 1.3212 2.6565
C -3.9242 1.2652 3.4965
C -3.0182 0.3332 2.9235
C -3.6212 -0.2128 1.6515
C -5.0012 0.4892 1.6505
H -5.7362 2.0272 2.5655
H -4.0832 1.8192 4.2995
H -2.0042 0.1842 3.4065
H -3.2562 -0.9778 1.0095
H -5.9152 0.4302 0.8225
N 2.5628 -5.3718 -0.6685
C 3.4998 -5.0928 -1.7015
C 4.4498 -4.1368 -1.0335
C 4.1178 -4.1438 0.4835
C 2.8568 -4.9568 0.6225
H 1.7468 -5.7968 -0.9835
H 3.5928 -5.1498 -2.6815
H 5.3968 -3.7148 -1.4525
H 4.5198 -3.6628 1.2705
H 2.1468 -4.9578 1.2115
C -3.3372 3.6262 0.4605
N -2.0882 3.1542 -0.3215
O -2.1052 2.9242 -1.4705
O -1.0702 3.3302 0.2495
H -3.2762 4.6802 0.6825
H -3.2672 3.1252 1.4845
H -4.1102 3.4102 -0.1465
C 1.6658 0.4192 6.3575
N 1.9918 0.5712 4.8555
O 1.0518 0.4412 4.0805
O 3.1068 0.6782 4.6105
H 1.2798 1.3362 6.5585
H 2.5968 0.1992 6.9305
H 1.0088 -0.5868 6.3595
C -3.7612 1.9532 -4.6845
N -3.6362 0.9472 -3.6285
O -3.0062 -0.1048 -3.9425
O -4.1922 1.0102 -2.5945
H -3.8692 1.6612 -5.6225
H -2.5472 2.0492 -4.6485
H -4.4812 2.8152 -4.4905
C 0.7278 3.9262 2.6395
N 1.2008 4.4172 3.9965
O 2.1918 5.0572 4.1055
O 0.5648 3.9402 4.9765
H -0.3062 4.4702 2.8035
H 0.8288 2.8012 2.6475
H 1.4098 4.4392 1.9525
C -3.6882 -2.7518 -2.2515
N -2.2812 -2.7048 -2.0965
O -1.8082 -1.9428 -1.2185
O -1.5402 -3.3838 -2.7845
H -3.9932 -2.2108 -1.4775
H -4.0542 -3.8728 -2.2075
H -4.1402 -2.3408 -3.3465
*
```

Computed properties:
highest occupied orbital energy: -0.35756 Ha
energy: -2548.7353 a.u.
lowest unoccupied orbital energy: -5.33 eV
relative energy (zero: lowest compared OMol25 entry of this formula, charge and spin): 55.6 kcal/mol
HOMO-LUMO gap: 4.3952 eV

This record from the Open Molecules 2025 dataset describes C30H54Br2CaCl3F3N8O9P as an isolated structure. The level of theory is ωB97M-V/def2-TZVPD.

Structure (ORCA input):
```
! RIJCOSX wB97M-V def2-TZVPD def2/J DEFGRID3
* xyz -1 1
C 5.1683 -1.3843 -3.9318
C 4.3517 -0.2666 -3.2218
O 4.9870 0.7411 -2.9724
N 2.9964 -0.2772 -2.7488
C 2.8617 -0.0674 -1.2955
C 2.0063 -1.0433 -3.4316
C 1.9531 -2.5352 -2.8064
F 1.2220 -2.5974 -1.6494
F 1.5415 -3.5396 -3.7224
F 3.1957 -2.9758 -2.4209
C 2.1420 -0.9125 -5.0300
C 1.4622 0.4639 -5.5726
C 2.3902 1.6344 -6.0345
N 3.5303 1.9200 -5.1455
N 0.8141 -0.0132 -6.8358
C 0.1498 0.8283 -7.4282
O -0.3675 1.7032 -7.9564
C 0.6058 0.7889 -4.2842
C -0.6663 1.7156 -4.3985
C -0.8356 2.6687 -3.1739
N -1.7890 3.5175 -3.2626
N 0.5954 -0.4073 -3.3417
P -0.8252 -1.3723 -3.6128
C -1.5320 -1.4999 -5.2897
C -1.8648 -1.8094 -2.1626
H 5.6099 -0.9606 -4.8693
H 6.0252 -1.8810 -3.2724
H 4.5296 -2.2461 -4.2867
H 3.2674 0.9541 -1.0608
H 1.8343 -0.0934 -0.8820
H 3.4794 -0.8128 -0.7344
H 3.1388 -1.0288 -5.5037
H 1.5104 -1.6885 -5.5857
H 2.7870 1.5046 -7.0769
H 1.7744 2.5826 -6.0706
H 4.4055 1.6998 -5.6209
H 3.5619 2.9222 -4.9648
H 1.3255 1.4557 -3.7117
H -0.4642 2.3939 -5.2776
H -1.6347 1.2085 -4.6150
H -0.1485 2.6200 -2.3034
H -1.8043 4.0823 -2.4003
H 0.3589 0.1179 -2.4055
H -1.8846 -0.5805 -5.8269
H -0.7455 -1.9558 -5.9949
H -2.3896 -2.2371 -5.2923
H -1.6490 -1.1972 -1.2477
H -2.9618 -1.7661 -2.3961
H -1.6625 -2.8819 -1.8853
C -4.5269 0.9617 1.8585
C -3.2323 1.2700 1.7700
C -2.6319 1.7061 0.4922
O -1.4472 1.9847 0.4097
C -3.5218 1.7868 -0.6852
C -4.8161 1.4784 -0.5976
C -5.4174 1.0432 0.6823
O -6.5999 0.7634 0.7608
H -4.9820 0.6411 2.7869
H -2.5663 1.2158 2.6223
H -3.0666 2.1071 -1.6140
H -5.4819 1.5317 -1.4505
Br 7.3875 -2.4708 -3.9169
Ca -0.0747 -3.6911 -5.8975
Cl 3.3165 -4.0358 -0.3450
C -5.2298 3.2245 7.3435
O -4.5682 4.2167 6.5415
C -3.6633 3.6743 5.6052
C -3.8144 4.3209 4.2346
O -5.0341 4.0346 3.5546
C -6.2317 4.5903 4.0897
C -6.3330 6.1086 4.0206
O -5.4333 6.7301 4.9282
C -4.7993 7.8757 4.4024
H -4.5760 2.8953 8.1908
H -6.1326 3.6757 7.7508
H -5.5256 2.3570 6.7373
H -3.7946 2.5896 5.5049
H -2.6479 3.8638 5.9795
H -3.0265 3.9116 3.5923
H -3.6315 5.3958 4.2729
H -6.4106 4.2223 5.1003
H -7.0389 4.1818 3.4732
H -7.3474 6.4116 4.3094
H -6.1508 6.4353 2.9909
H -4.5005 7.7302 3.3586
H -3.8944 8.0521 4.9867
H -5.4559 8.7470 4.4903
C 3.6653 -2.1274 3.4775
O 2.8597 -1.4724 2.8512
N 4.3920 -1.6125 4.5127
N 3.9213 -3.4433 3.2065
H 5.0603 -2.1453 5.0363
H 4.2383 -0.6483 4.7492
H 3.4102 -3.8624 2.4492
H 4.5852 -3.9946 3.7165
Br -4.9894 2.3197 10.0549
Cl 5.2136 -2.3555 0.1788
C 3.6910 -6.5133 2.5454
C 4.5499 -6.7708 3.7343
O 4.8801 -5.9595 4.5506
N 5.1736 -8.0882 3.9898
C 4.5976 -9.3088 3.3790
H 3.1445 -5.5896 2.6957
H 4.3233 -6.4188 1.6558
H 2.9688 -7.3194 2.4063
H 6.1560 -7.9548 3.7205
H 5.2426 -8.1174 5.0142
H 5.1767 -10.1610 3.7301
H 4.6705 -9.2307 2.2965
H 3.5632 -9.4049 3.7009
Cl 0.0505 1.1497 -0.9713
*
```

Computed properties:
highest occupied orbital energy: -0.11521 Ha
energy: -10137.2876 a.u.
lowest unoccupied orbital energy: -1.73 eV
HOMO-LUMO gap: 1.4000 eV

This record from the Open Molecules 2025 dataset describes a 10-piece molecular cluster, C30H54F2O30 overall. The level of theory is ωB97M-V/def2-TZVPD.

Structure (ORCA input):
```
! RIJCOSX wB97M-V def2-TZVPD def2/J DEFGRID3
* xyz 0 1
C 1.9886 1.8251 7.8786
C 0.5858 1.3158 8.2155
O 0.4868 1.6304 9.6260
C 1.0100 2.8717 9.7399
O 0.6372 3.7050 10.5787
O 2.0253 2.9733 8.7838
F 0.4790 0.0009 8.0918
H 2.0998 2.1035 6.8306
H 2.7688 1.1383 8.2066
H -0.2004 1.8955 7.7317
C -1.4014 0.5088 0.9704
C -0.6277 1.6892 1.6140
O 0.2347 1.0248 2.5151
C 0.5289 -0.1779 2.0866
O 1.3150 -1.0223 2.4992
O -0.3556 -0.4222 0.9377
F -1.4635 2.4420 2.1979
H -1.6507 0.8702 -0.0273
H -2.4165 0.2238 1.2469
H 0.0002 2.3277 0.9926
C -5.7823 0.8075 5.0679
O -5.6903 -0.5443 5.3251
C -6.1200 -1.4741 4.4947
O -6.7307 -1.3201 3.4721
O -5.7585 -2.6978 4.8961
C -4.6012 -2.9742 5.7498
H -6.7793 1.2433 5.0029
H -5.3224 1.0386 4.1071
H -5.4228 1.2621 5.9910
H -4.6398 -4.0590 5.8488
H -4.6931 -2.4589 6.7059
H -3.6608 -2.7372 5.2522
C 3.4359 -1.1171 -2.8341
O 4.2092 -2.0875 -2.1102
C 5.2378 -2.7605 -2.6083
O 5.5198 -2.7807 -3.7913
O 5.8928 -3.4539 -1.6045
C 5.9855 -2.9193 -0.2906
H 2.8483 -0.5431 -2.1176
H 2.7653 -1.5338 -3.5857
H 4.1184 -0.4178 -3.3170
H 6.1875 -3.7281 0.4115
H 5.0120 -2.5263 0.0025
H 6.7586 -2.1542 -0.2196
C 11.4578 -5.7283 3.8825
O 10.6071 -4.8115 4.5234
C 9.3044 -4.9710 4.4911
O 8.6799 -5.9927 4.1167
O 8.7445 -3.8989 4.8095
C 7.4307 -3.6272 5.1113
H 10.9171 -6.0992 3.0117
H 11.6232 -6.5852 4.5355
H 12.3660 -5.1672 3.6624
H 7.3342 -2.7796 5.7898
H 6.9609 -4.4633 5.6294
H 6.7734 -3.4561 4.2588
C -5.0170 5.8468 0.0626
O -6.2933 5.4390 -0.3327
C -6.7031 4.1568 -0.2373
O -5.9974 3.1518 -0.0502
O -8.0435 4.0826 -0.3052
C -8.6673 2.7895 -0.1262
H -4.8504 5.8904 1.1389
H -4.7901 6.8193 -0.3743
H -4.2713 5.2076 -0.4102
H -8.3366 2.2142 -0.9909
H -9.7363 2.8910 0.0605
H -8.2011 2.1461 0.6200
C -0.1330 -5.5899 -1.3829
O -0.4156 -4.9218 -2.5944
C -1.2868 -5.3713 -3.4395
O -1.9600 -6.3611 -3.3079
O -1.4416 -4.3627 -4.3836
C -2.4558 -4.6154 -5.4439
H 0.1722 -6.6322 -1.4749
H -1.1226 -5.5922 -0.9259
H 0.5162 -4.9442 -0.7915
H -2.5904 -5.6427 -5.7823
H -2.4422 -3.7833 -6.1479
H -3.4041 -4.4358 -4.9373
C -7.0896 -0.7746 -7.3234
O -6.0517 -0.8548 -6.2745
C -6.3761 -0.9128 -5.0787
O -7.5422 -0.8378 -4.6108
O -5.2865 -1.2127 -4.4383
C -5.4027 -1.7429 -3.1483
H -7.9340 -1.4527 -7.2002
H -6.4621 -0.9804 -8.1906
H -7.3828 0.2752 -7.3275
H -4.4220 -1.9594 -2.7248
H -5.9005 -2.7123 -3.1733
H -5.9510 -1.0731 -2.4858
C -4.7280 4.2414 -6.1934
O -3.5400 4.2764 -5.3938
C -2.6009 3.2472 -5.2981
O -1.7685 3.1449 -4.4241
O -2.7452 2.5291 -6.3531
C -1.7614 1.6552 -6.8121
H -5.4189 3.5261 -5.7472
H -4.6692 4.1527 -7.2782
H -5.2078 5.1813 -5.9205
H -0.8771 1.6248 -6.1756
H -1.5204 1.9348 -7.8377
H -2.1707 0.6524 -6.9340
C 10.5331 5.3115 -2.0147
O 9.2436 4.7676 -2.1538
C 8.2668 5.1842 -1.4449
O 8.3065 6.0984 -0.6414
O 7.1269 4.5552 -1.7709
C 6.0270 4.5196 -0.8275
H 10.9344 4.9442 -1.0702
H 10.5858 6.3997 -2.0465
H 11.0831 4.9308 -2.8754
H 5.0422 4.3501 -1.2629
H 6.0369 5.4798 -0.3117
H 6.0799 3.7417 -0.0658
*
```

Computed properties:
structure (SMILES): O=C1OC[C@@H](F)O1.O=C1OC[C@@H](F)O1.COC(=O)OC.COC(=O)OC.COC(=O)OC.COC(=O)OC.COC(=O)OC.COC(=O)OC.COC(=O)OC.COC(=O)OC
highest occupied orbital energy: -0.38491 Ha
energy: -3632.2795 a.u.
lowest unoccupied orbital energy: -0.15 eV
relative energy (zero: lowest compared OMol25 entry of this formula, charge and spin): 144.0 kcal/mol
HOMO-LUMO gap: 10.3226 eV

This record from the Open Molecules 2025 dataset describes C30H54P2Sc as an isolated structure. The level of theory is ωB97M-V/def2-TZVPD.

Structure (ORCA input):
```
! RIJCOSX wB97M-V def2-TZVPD def2/J DEFGRID3
* xyz 1 1
Sc -0.6324 1.2873 -2.1180
C 1.6841 0.3949 -2.6931
C 1.4101 1.8051 -2.9272
C 1.8661 1.4796 -0.6616
C 2.1058 0.2565 -1.3317
C 1.4739 2.4641 -1.6321
C 1.7669 -0.6660 -3.7241
H 1.0520 -0.4882 -4.5404
H 1.5588 -1.6633 -3.3018
H 2.7775 -0.6948 -4.1651
C 2.8256 -0.8969 -0.7547
H 3.0954 -1.6388 -1.5182
H 2.2055 -1.4025 -0.0017
H 3.7594 -0.5990 -0.2427
C 2.2053 1.7239 0.7598
H 3.2939 1.6751 0.9387
H 1.7348 0.9688 1.4072
H 1.8685 2.7135 1.0888
C 1.2197 3.8959 -1.3292
H 1.2661 4.4845 -2.2536
H 2.0100 4.2623 -0.6550
H 0.2472 4.1052 -0.8387
C 0.9961 2.3905 -4.2300
H 1.9150 2.5030 -4.8255
H 0.5583 3.3956 -4.1300
H 0.3142 1.7613 -4.8394
C -2.0261 -0.1346 -1.1409
C -1.6157 -0.4457 -2.4456
C -2.1729 0.3037 -3.6574
C -2.4288 1.8890 -3.7073
C -1.8477 2.8410 -2.6715
C -2.2230 2.7405 -1.3338
C -3.4790 2.0201 -0.9228
C -3.3886 0.4576 -0.8681
H -3.1803 -0.0967 -3.8419
H -3.5304 1.9706 -3.6907
H -1.5611 0.0286 -4.5257
H -4.1253 0.0507 -1.5740
H -1.5288 -0.5523 -0.2344
H -0.7583 -1.1363 -2.6357
H -3.7263 0.1416 0.1311
H -3.8154 2.3689 0.0690
H -1.8281 3.4132 -0.5394
H -4.2794 2.2777 -1.6328
H -2.0697 2.2178 -4.6923
H -1.2465 3.7017 -3.0425
P -0.3000 -3.7217 0.4650
C 1.0014 -4.9327 0.1824
H 0.5666 -5.9401 0.2264
H 1.7818 -4.8320 0.9485
H 1.4507 -4.7730 -0.8068
C -1.5114 -4.4700 1.5507
H -1.4504 -5.5618 1.4634
H -2.5180 -4.1317 1.2781
H -1.2962 -4.1673 2.5829
C -1.0573 -3.3814 -1.1128
H -1.8181 -2.5977 -1.0201
H -1.5248 -4.2961 -1.5040
H -0.2930 -3.0434 -1.8255
P -1.4611 1.9533 2.4273
C -1.1746 3.7286 2.7590
H -1.7496 4.1167 3.6133
H -1.4787 4.2610 1.8404
H -0.1019 3.9413 2.8860
C -3.1504 1.5355 2.9764
H -3.8858 2.1439 2.4267
H -3.2604 1.6671 4.0601
H -3.3594 0.4919 2.6871
C -0.2880 1.0228 3.4709
H -0.7112 0.7685 4.4553
H 0.6593 1.5698 3.5866
H -0.0384 0.0975 2.9221
C 2.9302 -3.2972 3.2618
C 2.1712 -1.9640 3.2744
C 1.4290 -1.8192 4.6128
C 3.1768 -0.8266 3.1193
C 1.1832 -1.9469 2.1616
C 0.3985 -2.3342 1.2911
H 3.6426 -3.3363 4.0960
H 3.4961 -3.4134 2.3274
H 2.2381 -4.1444 3.3682
H 2.1352 -1.8883 5.4446
H 0.9220 -0.8531 4.6673
H 0.6857 -2.6150 4.7190
H 3.6646 -0.8685 2.1364
H 2.6931 0.1516 3.2337
H 3.9607 -0.9015 3.8861
*
```

Computed properties:
highest occupied orbital energy (alpha / beta): -0.31059 / -0.29826 Ha
energy: -2618.4952 a.u.
lowest unoccupied orbital energy (alpha / beta): -2.75 / -2.75 eV
relative energy (zero: lowest compared OMol25 entry of this formula, charge and spin): 72.1 kcal/mol
HOMO-LUMO gap (alpha / beta): 5.7046 / 5.3683 eV

Which value of energy does entry 3 give?
-3632.2795 a.u.

Which of these has the highest energy?
C30H53N10O11

Look up the energy of the second one.
-10137.2876 a.u.

Among the records above, which one has the lowest energy?
C30H54Br2CaCl3F3N8O9P